Here is a molecular structure, C4H11BrClPbTm from the OMol25 dataset. Energies are from wB97M-V/def2-TZVPD.

As for the LUMO energy (spin up / spin down): 0.1906 / 0.1906 Eh. The value obtained for the orbital gap (spin up / spin down) is 0.146 / 0.146 hartree. The HOMO energy (spin up / spin down) comes out at 1.2121 / 1.2113 eV. As for the spin multiplicity: 3. The charge is -2.

Geometry (Å):
Tm -1.11 -1.23 -0.99
Cl -3.53 -1.21 -1.14
C 0.34 -2.07 -2.56
C -0.78 1.01 -1.47
H 0.76 -1.19 -3.09
H 1.17 -2.51 -1.97
H 0.00 -2.81 -3.28
H 0.06 1.01 -2.20
H -0.45 1.55 -0.56
H -1.63 1.51 -1.94
Pb 1.43 0.19 2.73
C -0.78 0.57 2.95
C 2.33 1.52 1.38
H -0.92 1.66 3.09
H -1.30 0.23 2.02
H -1.16 0.01 3.83
H 2.01 2.59 1.38
H 3.22 1.23 0.79
Br 0.38 -2.05 1.02

***

Here is 2 unconnected molecules or ions with the total composition C4H11BrNO from the OMol25 dataset. Energies are from wB97M-V/def2-TZVPD.

As for the LUMO energy: 0.1218 Eh. The value obtained for the orbital gap is 0.263 hartree. The HOMO energy comes out at -3.8328 eV. The charge is -1.

Geometry (Å):
Br -17.55 -20.83 2.16
C -15.42 -22.87 5.25
C -16.75 -22.36 5.89
C -16.75 -20.82 6.17
O -16.92 -20.41 7.56
C -16.40 -19.05 7.84
N -17.84 -22.81 5.06
H -15.58 -23.79 4.69
H -14.62 -23.01 5.97
H -14.90 -22.23 4.53
H -16.94 -22.86 6.84
H -17.52 -20.32 5.58
H -15.82 -20.44 5.75
H -16.98 -18.26 7.34
H -15.38 -18.92 7.48
H -16.38 -18.96 8.92
H -18.47 -22.03 5.12
H -17.47 -22.77 4.12

***

Here is a gas-phase ion, C4H11ClN3 (charge +1) from the OMol25 dataset. Energies are from wB97M-V/def2-TZVPD.

As for the LUMO energy: -0.1177 Eh. The value obtained for the orbital gap is 0.379 hartree. The HOMO energy comes out at -13.5237 eV. The charge is +1. As for the SMILES: NN(Cl)[C@H]1CC[NH2+]C1.

Geometry (Å):
N -1.31 2.12 -0.51
N -0.19 1.64 0.07
Cl 0.54 2.84 1.31
C -0.45 0.38 0.77
C -0.89 -0.66 -0.28
C 0.43 -1.20 -0.86
N 1.48 -0.44 -0.14
C 0.91 -0.17 1.20
H -2.10 2.32 0.10
H -1.10 2.91 -1.12
H -1.16 0.48 1.59
H -1.51 -0.20 -1.04
H -1.46 -1.46 0.20
H 0.55 -2.26 -0.66
H 0.51 -1.03 -1.94
H 2.40 -0.90 -0.13
H 1.55 0.50 -0.57
H 1.50 0.55 1.75
H 0.80 -1.10 1.76

***

Here is 2 unconnected molecules or ions with the total composition C4H11ClNO from the OMol25 dataset. Energies are from wB97M-V/def2-TZVPD.

As for the LUMO energy: -0.1337 Eh. The value obtained for the orbital gap is 0.346 hartree. The HOMO energy comes out at -13.0444 eV. The charge is +1.

Geometry (Å):
C 2.28 -0.44 -0.32
C -2.65 -1.64 0.04
C 1.00 0.23 0.01
C -2.01 0.43 -0.32
N 1.17 1.65 0.31
O -2.36 -0.39 0.63
Cl -1.93 2.09 0.15
H 2.14 -1.46 -0.55
H 2.78 -0.14 -1.22
H 3.10 -0.33 0.48
H -2.26 -2.48 0.63
H -1.98 -1.69 -0.82
H -3.69 -1.77 -0.30
H 0.62 -0.04 0.97
H 0.10 0.05 -0.57
H 0.31 2.29 0.50
H 1.50 2.00 -0.57
H 1.87 1.62 0.95

***

Here is 2 unconnected molecules or ions with the total composition C4H11ClNOP from the OMol25 dataset. Energies are from wB97M-V/def2-TZVPD.

As for the LUMO energy: 0.0306 Eh. The value obtained for the orbital gap is 0.327 hartree. The HOMO energy comes out at -8.0590 eV. As for the SMILES: [H]/N=C\CC.CP(O)Cl.

Geometry (Å):
H -0.58 1.83 1.55
N -0.09 0.98 1.25
C 1.03 1.00 0.64
C 1.69 2.17 -0.09
C 1.11 2.18 -1.57
H 1.39 -0.09 0.65
H 1.26 3.13 0.41
H 2.80 2.03 -0.17
H 1.72 2.87 -2.14
H 1.17 1.20 -2.11
H 0.09 2.41 -1.58
C -2.05 -3.26 1.00
P -1.35 -1.63 0.60
O 0.11 -1.74 -0.15
Cl -2.40 -1.28 -1.19
H -2.90 -3.30 1.69
H -2.26 -3.79 0.07
H -1.22 -3.83 1.60
H 0.49 -0.89 -0.45

***

Here is 2 unconnected molecules or ions with the total composition C4H11F2N from the OMol25 dataset. Energies are from wB97M-V/def2-TZVPD.

As for the LUMO energy: 0.0402 Eh. The value obtained for the orbital gap is 0.388 hartree. The HOMO energy comes out at -9.4529 eV. As for the SMILES: CC(F)F.CCN.

Geometry (Å):
C 2.02 -2.65 0.82
C 1.03 -1.83 0.06
F 1.36 -1.80 -1.27
F -0.22 -2.39 0.15
H 2.05 -3.68 0.42
H 1.75 -2.70 1.88
H 3.03 -2.21 0.73
H 0.94 -0.78 0.40
C -2.13 1.45 0.26
C -1.14 1.70 -0.87
N 0.14 2.17 -0.31
H -1.72 0.71 0.97
H -3.08 1.06 -0.14
H -2.33 2.39 0.80
H -0.94 0.75 -1.40
H -1.58 2.40 -1.60
H 0.81 2.34 -1.06
H 0.00 3.07 0.16

***

Here is 2 unconnected molecules or ions with the total composition C4H11FNO from the OMol25 dataset. Energies are from wB97M-V/def2-TZVPD.

As for the LUMO energy: -0.1194 Eh. The value obtained for the orbital gap is 0.375 hartree. The HOMO energy comes out at -13.4470 eV. The charge is +1.

Geometry (Å):
C -3.41 -0.18 0.21
C 2.07 -0.91 0.99
C -3.02 0.62 -0.76
C 1.16 0.08 0.38
N 1.64 0.20 -1.18
O 1.14 1.26 0.98
F -1.68 0.51 -1.10
H -4.42 -0.19 0.48
H -2.69 -0.79 0.89
H 0.27 -0.47 0.30
H 3.07 -1.13 0.43
H 1.75 -1.98 0.97
H 2.38 -0.69 1.98
H -3.61 1.47 -1.05
H 2.34 0.80 -1.36
H 1.92 -0.69 -1.37
H 0.80 0.42 -1.66
H 0.29 1.67 0.87

***

Here is a molecular structure, C4H11HgO2 from the OMol25 dataset. Energies are from wB97M-V/def2-TZVPD.

As for the LUMO energy (spin up / spin down): 0.0286 / -0.0280 Eh. The value obtained for the orbital gap (spin up / spin down) is 0.290 / 0.283 hartree. The HOMO energy (spin up / spin down) comes out at -7.1083 / -8.4673 eV. As for the spin multiplicity: 2.

Geometry (Å):
C 1.91 -1.72 -0.05
H 0.82 -1.84 0.10
H 2.11 -0.88 0.64
H 2.36 -1.35 -0.98
Hg 3.88 -3.24 1.57
O 3.04 -4.35 0.16
H 2.07 -3.03 -0.33
C 3.76 -5.17 4.08
O 3.33 -4.85 2.77
C 3.06 -5.98 1.94
C 2.37 -5.45 0.69
H 3.94 -4.23 4.60
H 2.97 -5.74 4.60
H 4.68 -5.77 4.05
H 2.41 -6.69 2.47
H 4.01 -6.49 1.70
H 1.34 -5.16 0.97
H 2.30 -6.28 -0.03

***

Here is a molecular structure, C4H11InNO from the OMol25 dataset. Energies are from wB97M-V/def2-TZVPD.

As for the LUMO energy: -0.6815 Eh. The value obtained for the orbital gap is 0.129 hartree. The HOMO energy comes out at -22.0608 eV. The charge is +3.

Geometry (Å):
In -2.23 1.35 5.63
C 1.91 0.98 -0.91
C 0.69 0.77 -0.02
C -0.24 -0.37 -0.59
O -1.38 -0.66 0.18
C -2.31 -1.49 -0.50
N 1.18 0.36 1.30
H 2.45 1.87 -0.58
H 1.67 1.15 -1.96
H 2.70 0.23 -0.94
H 0.02 1.63 0.00
H 0.27 -1.31 -0.77
H -0.58 0.06 -1.53
H -2.01 -2.53 -0.35
H -2.53 -1.24 -1.54
H -3.21 -1.31 0.09
H 1.67 -0.49 1.06
H 1.95 1.00 1.41

***

Here is C4H11N2 in the gas phase from the OMol25 dataset. Energies are from wB97M-V/def2-TZVPD.

As for the LUMO energy (spin up / spin down): 0.0341 / 0.0333 Eh. The value obtained for the orbital gap (spin up / spin down) is 0.170 / 0.385 hartree. The HOMO energy (spin up / spin down) comes out at -3.6950 / -9.5761 eV. As for the spin multiplicity: 2.

Geometry (Å):
C 1.73 -0.66 0.93
C 0.41 -0.98 0.24
C -0.27 0.24 -0.33
C -1.20 0.12 -1.26
N -2.06 1.21 -1.73
N 1.48 0.02 2.18
H 2.35 -0.03 0.28
H 2.32 -1.59 1.02
H -0.24 -1.41 1.00
H 0.58 -1.69 -0.56
H -0.02 1.21 0.08
H -1.50 -0.84 -1.64
H -2.99 0.88 -2.16
H -2.20 1.99 -1.01
H -1.64 1.72 -2.52
H 0.95 -0.56 2.80
H 2.29 0.37 2.68

***

Here is C4H11N2 in the gas phase from the OMol25 dataset. Energies are from wB97M-V/def2-TZVPD.

As for the LUMO energy (spin up / spin down): 0.0310 / 0.0281 Eh. The value obtained for the orbital gap (spin up / spin down) is 0.167 / 0.386 hartree. The HOMO energy (spin up / spin down) comes out at -3.6966 / -9.7297 eV. As for the spin multiplicity: 2.

Geometry (Å):
C 0.73 -1.00 -1.59
C 1.17 -0.21 -0.37
C 0.00 0.16 0.48
C -0.07 1.28 1.22
N -1.42 1.84 1.78
N -0.02 -2.12 -1.10
H 0.11 -0.53 -2.23
H 1.71 -1.24 -2.18
H 1.67 -0.98 0.24
H 1.96 0.59 -0.31
H -0.87 -0.53 0.37
H 0.66 2.09 1.06
H -1.83 2.67 1.20
H -1.31 2.24 2.69
H -2.14 1.00 1.82
H 0.54 -2.89 -1.43
H -0.89 -2.35 -1.67

***

Here is a gas-phase ion, C4H11N2 (charge +1) from the OMol25 dataset. Energies are from wB97M-V/def2-TZVPD.

As for the LUMO energy: -0.1283 Eh. The value obtained for the orbital gap is 0.394 hartree. The HOMO energy comes out at -14.2131 eV. The charge is +1. As for the SMILES: CC/C([NH3+])=C/N.

Geometry (Å):
C 0.73 0.45 -2.29
C -0.10 1.02 -1.15
C -0.07 0.13 0.08
N 1.12 0.29 0.95
C -1.04 -0.64 0.53
N -0.95 -1.25 1.81
H 0.25 -0.48 -2.59
H 1.73 0.12 -1.97
H 0.92 1.05 -3.18
H 0.06 2.04 -0.81
H -1.15 0.92 -1.46
H 1.64 -0.57 1.16
H 1.66 1.06 0.55
H 0.92 0.60 1.91
H -1.89 -0.90 -0.10
H -1.17 -2.23 1.70
H -1.60 -0.89 2.50

***

Here is a molecular structure, C4H11N2 from the OMol25 dataset. Energies are from wB97M-V/def2-TZVPD.

As for the LUMO energy (spin up / spin down): -0.1887 / -0.1887 Eh. The value obtained for the orbital gap (spin up / spin down) is 0.315 / 0.315 hartree. The HOMO energy (spin up / spin down) comes out at -13.7178 / -13.7188 eV. The charge is +1.

Geometry (Å):
C 0.97 1.38 0.20
C 0.12 -1.92 -0.78
C -1.77 1.15 0.10
C -0.49 -1.04 0.29
N 2.16 0.89 0.15
N -0.61 0.38 -0.18
H 0.85 2.53 0.05
H -0.56 -2.70 -1.10
H 0.48 -1.39 -1.65
H 1.00 -2.43 -0.33
H -2.40 1.07 -0.77
H -1.32 2.23 0.31
H -2.21 0.89 1.10
H 0.14 -1.09 1.16
H -1.47 -1.31 0.64
H 2.90 1.48 0.65
H 2.22 -0.14 0.16

***

Here is a molecular structure, C4H11N2 from the OMol25 dataset. Energies are from wB97M-V/def2-TZVPD.

As for the LUMO energy: -0.1117 Eh. The value obtained for the orbital gap is 0.436 hartree. The HOMO energy comes out at -14.9025 eV. The charge is +1.

Geometry (Å):
C -1.17 0.06 0.06
C -2.44 -0.62 -0.36
C 2.41 -0.50 -0.33
C 1.64 0.33 0.53
N -1.36 1.29 0.57
N 0.00 -0.54 0.11
H -2.61 -1.68 -0.08
H -2.45 -0.72 -1.48
H -3.20 -0.02 -0.02
H 2.17 -1.57 -0.17
H 2.13 -0.21 -1.31
H 3.48 -0.23 -0.29
H 1.42 1.29 0.10
H 1.75 0.21 1.60
H -2.37 1.60 0.47
H -0.51 1.85 0.87
H 0.18 -1.57 -0.08

***

So what do the calculations give for relative energy (zero: lowest compared OMol25 entry of this formula, charge and spin)? Going down the list: 43.92; 25.41; 87.60; 367.03; 195.85; 0.00; 79.93; 233.62; 146.53; 210.72; 322.82; 157.77; 473.83; 196.43 kJ/mol.